Entry from the OMol25 dataset: an isolated molecule of C22H28N4O3S at a distorted geometry (wB97M-V/def2-TZVPD).

Output
- ΔE to the lowest compared entry with this formula, charge and spin: 10.6 kcal per mole
- SMILES: O=C(CCC(=O)N(CC(=O)NC1CCCCC1)Cc1ccccc1)Nc1nccs1
- HOMO-LUMO gap: 9.26 eV

```
58
Properties=species:S:1:pos:R:3:forces:R:3
O -0.675 -2.491 -0.863 0.14 -0.20 0.27
C -1.346 -1.587 -1.294 -0.28 0.29 -0.29
C -2.003 -0.512 -0.475 0.22 0.04 0.50
C -1.599 -0.581 0.998 0.00 -0.30 -0.12
C -0.115 -0.755 1.279 -0.43 -0.04 0.21
O 0.264 -1.639 2.033 -0.02 -0.31 0.08
N 0.764 0.109 0.724 0.38 0.09 -0.17
C 2.182 -0.102 0.988 0.15 -0.03 0.22
C 2.551 0.587 2.311 -0.01 -0.36 -0.55
O 3.051 1.696 2.344 0.12 0.39 -0.02
N 2.226 -0.148 3.381 -0.12 -0.43 0.50
C 2.303 0.349 4.739 0.23 0.42 0.24
C 2.745 -0.769 5.684 -0.03 -0.06 -0.21
C 1.667 -1.840 5.841 0.06 0.15 0.31
C 0.357 -1.220 6.314 -0.09 -0.16 -0.27
C -0.107 -0.155 5.324 0.03 0.16 0.29
C 0.955 0.933 5.185 0.02 -0.09 -0.22
C 0.442 1.376 0.108 -0.13 0.25 -0.08
C 0.471 1.366 -1.405 0.04 0.03 -0.04
C 1.000 0.305 -2.126 0.04 0.08 0.09
C 1.036 0.350 -3.510 0.07 0.05 -0.07
C 0.542 1.450 -4.188 0.05 -0.01 -0.09
C 0.005 2.509 -3.474 0.01 0.10 -0.01
C -0.029 2.466 -2.093 0.09 -0.05 0.04
N -1.556 -1.511 -2.663 0.23 -0.77 -0.12
C -2.127 -0.523 -3.408 -0.17 0.30 -1.09
N -2.732 0.526 -2.975 0.04 -0.27 0.74
C -3.161 1.313 -3.992 -0.01 0.04 -0.75
C -2.893 0.863 -5.240 0.02 -0.05 0.06
S -2.045 -0.638 -5.167 -0.20 0.17 0.60
H -1.773 0.449 -0.932 -0.15 -0.11 0.05
H -3.085 -0.640 -0.564 0.04 0.12 -0.07
H -2.075 -1.446 1.464 0.12 0.14 0.05
H -1.953 0.316 1.515 -0.03 -0.02 -0.01
H 2.763 0.338 0.177 -0.02 0.00 0.10
H 2.368 -1.176 1.049 0.00 0.11 -0.07
H 1.684 -0.991 3.220 0.08 0.13 -0.22
H 3.052 1.149 4.725 -0.12 -0.16 0.03
H 2.960 -0.329 6.660 0.03 0.01 0.05
H 3.666 -1.217 5.307 0.06 0.06 0.04
H 1.500 -2.348 4.889 0.00 -0.13 -0.05
H 2.006 -2.590 6.559 0.01 -0.08 -0.09
H 0.501 -0.764 7.297 -0.02 0.00 0.09
H -0.406 -1.994 6.410 -0.02 0.00 0.09
H -0.293 -0.623 4.355 -0.08 -0.02 -0.06
H -1.043 0.291 5.666 -0.04 -0.02 -0.08
H 0.637 1.685 4.459 0.05 0.08 0.03
H 1.094 1.431 6.146 -0.01 0.07 0.06
H 1.183 2.105 0.462 -0.18 -0.06 0.05
H -0.533 1.725 0.458 0.08 0.00 -0.02
H 1.374 -0.566 -1.611 0.03 -0.11 0.09
H 1.452 -0.481 -4.061 0.04 -0.08 -0.05
H 0.573 1.482 -5.267 -0.01 0.00 -0.08
H -0.390 3.368 -3.996 -0.04 0.07 -0.05
H -0.446 3.295 -1.539 -0.07 0.11 0.07
H -1.108 -2.255 -3.186 -0.02 0.10 0.25
H -3.680 2.222 -3.750 -0.11 0.20 -0.07
H -3.136 1.304 -6.184 -0.09 0.14 -0.19
```
Positions in Å, forces in eV/Å.



Entry from the OMol25 dataset: a structure of composition C22H28O6RhSe2 (wB97M-V/def2-TZVPD).

Output
- ΔE to the lowest compared entry with this formula, charge and spin: 0.0 kcal per mole
- Total charge: -1
- HOMO-LUMO gap: 7.06 eV

```
59
Properties=species:S:1:pos:R:3:forces:R:3
Rh -0.322 -1.259 0.068 0.14 0.20 0.24
O 1.571 -1.242 -0.898 -0.02 -0.03 -0.03
C 2.026 -2.323 -1.727 0.04 -0.03 0.00
C 0.901 -2.914 -2.578 -0.01 0.04 0.02
C 1.622 -3.578 -3.765 0.01 0.01 -0.01
O 0.763 -4.315 -4.619 0.00 -0.01 -0.01
C 0.115 -3.996 -1.819 0.03 -0.06 0.02
Se -0.210 -3.645 0.085 0.03 -0.02 0.00
C -0.017 -1.808 -3.128 -0.01 0.00 -0.01
Se -1.532 -1.318 -1.986 -0.10 0.01 -0.19
H 2.089 -1.210 -0.075 0.00 -0.02 -0.01
H 2.461 -3.105 -1.100 -0.01 0.01 0.01
H 2.801 -1.910 -2.380 0.01 0.00 -0.01
H 2.424 -4.226 -3.382 0.00 0.00 0.00
H 2.081 -2.811 -4.392 0.00 0.00 -0.01
H 0.222 -4.890 -4.067 0.00 0.00 0.00
H 0.682 -4.934 -1.834 -0.01 0.00 -0.01
H -0.848 -4.153 -2.307 -0.01 0.01 0.00
H -0.451 -2.156 -4.066 0.00 0.00 0.00
H 0.581 -0.918 -3.341 -0.01 -0.01 0.00
O -0.549 0.892 0.445 0.03 0.20 -0.04
C 0.492 1.474 1.228 -0.04 -0.08 -0.05
C 1.237 0.358 2.055 -0.06 0.03 0.01
O 2.040 0.716 2.909 0.06 0.02 0.02
O 1.002 -0.851 1.717 -0.04 -0.02 -0.05
C -0.115 2.613 2.053 0.04 0.00 0.06
C 0.382 3.022 3.288 -0.02 -0.03 -0.02
C -0.199 4.090 3.959 -0.01 0.02 0.01
C -1.276 4.772 3.413 0.02 0.00 0.02
C -1.771 4.374 2.180 0.00 -0.02 -0.02
C -1.194 3.309 1.507 0.00 0.01 -0.02
C 1.501 2.051 0.232 -0.01 -0.02 0.00
C 2.659 2.676 0.690 0.00 0.01 0.00
C 3.571 3.206 -0.209 0.00 0.00 0.01
C 3.341 3.119 -1.576 -0.01 0.00 0.00
C 2.190 2.497 -2.033 0.02 0.01 0.00
C 1.272 1.964 -1.137 0.00 -0.02 -0.01
H -1.313 0.610 1.012 0.01 -0.08 -0.04
H 1.214 2.487 3.719 0.01 -0.01 0.00
H 0.197 4.387 4.923 0.00 0.00 0.00
H -1.726 5.602 3.943 0.00 0.00 0.00
H -2.611 4.894 1.736 0.00 0.00 0.00
H -1.586 3.013 0.542 0.02 -0.01 0.00
H 2.846 2.727 1.754 0.00 0.00 0.00
H 4.468 3.686 0.162 0.00 0.00 0.00
H 4.055 3.532 -2.278 0.00 0.00 0.00
H 1.999 2.419 -3.097 0.00 0.00 0.00
H 0.383 1.467 -1.503 0.00 0.01 0.01
C -4.271 -0.762 0.826 0.01 -0.01 0.00
C -3.115 -1.730 1.050 -0.02 0.01 -0.01
C -3.326 -2.583 2.295 -0.01 -0.01 0.00
O -1.924 -0.998 1.185 -0.08 -0.10 0.11
H -5.224 -1.292 0.734 0.00 0.00 0.00
H -4.105 -0.186 -0.086 0.00 0.00 0.00
H -4.339 -0.066 1.667 0.00 0.00 0.00
H -3.048 -2.399 0.184 0.00 0.00 0.01
H -3.387 -1.942 3.178 0.00 0.00 0.00
H -2.484 -3.264 2.421 0.00 0.00 0.00
H -4.245 -3.171 2.221 0.00 0.00 0.01
```
Positions in Å, forces in eV/Å.



Entry from the OMol25 dataset: a structure of composition C22H29BBr2F5NO6 at a distorted geometry (wB97M-V/def2-TZVPD).

Output
- HOMO-LUMO gap: 8.56 eV

```
66
Properties=species:S:1:pos:R:3:forces:R:3
C 0.977 0.267 3.827 -0.61 -0.03 -0.83
C 1.355 0.918 2.508 0.55 0.91 -0.09
N 1.700 2.145 2.563 -0.01 -0.31 0.03
C 1.280 0.161 1.178 -0.42 -0.36 0.47
B 2.295 -1.041 1.035 0.21 -0.40 0.20
C 3.859 -0.939 1.211 0.38 0.38 0.05
Br 4.811 -2.267 2.246 -0.63 0.22 -0.31
C 4.594 0.030 0.638 0.14 0.06 0.41
C 4.058 1.135 -0.253 0.87 -0.12 -0.40
Br 6.509 0.078 0.862 -0.64 0.16 -0.27
C 1.683 -2.493 0.637 0.38 0.81 0.31
F 0.696 -2.260 -0.318 0.23 -0.10 0.05
F 2.661 -3.208 -0.020 -0.34 -0.32 0.10
C 1.066 -3.277 1.776 -0.51 -0.48 -0.65
C -0.103 -3.993 1.522 -0.01 0.14 -0.81
C -0.695 -4.754 2.491 -0.93 -0.65 0.37
C -0.170 -4.842 3.773 -0.09 -0.06 -0.31
C 0.979 -4.130 4.012 0.02 -0.07 1.36
C 1.655 -4.196 5.371 0.96 -0.68 -1.29
F 2.902 -4.728 5.185 -0.21 0.20 0.26
F 1.855 -2.983 5.906 -0.40 -0.22 0.33
F 1.036 -5.019 6.222 -0.16 0.59 0.23
C 1.586 -3.362 3.043 0.87 0.76 0.11
H 1.241 0.931 4.651 0.25 -0.24 -0.15
H 1.385 -0.746 3.915 -0.04 0.23 0.21
H -0.124 0.196 3.830 0.26 -0.25 0.04
H 1.898 2.507 1.630 -0.07 0.05 0.06
H 1.444 0.865 0.350 -0.05 -0.09 0.23
H 0.245 -0.198 1.057 0.25 -0.06 -0.01
H 3.356 1.813 0.232 -0.03 -0.35 0.01
H 4.896 1.755 -0.589 -0.20 -0.14 0.11
H 3.655 0.669 -1.161 -0.27 0.28 0.23
H -0.547 -3.971 0.531 0.09 0.08 0.17
H -1.610 -5.295 2.257 0.19 0.08 0.00
H -0.629 -5.458 4.539 0.06 0.14 -0.11
H 2.493 -2.825 3.317 -0.15 -0.15 -0.12
C -5.391 2.131 1.696 0.05 0.10 -0.27
C -4.707 0.825 2.043 -0.17 0.31 0.36
O -4.523 0.004 0.881 0.09 -0.14 0.04
C -3.510 0.353 0.088 -0.20 0.04 -0.04
O -2.749 1.269 0.270 0.11 -0.04 0.05
O -3.494 -0.477 -0.954 0.05 -0.07 0.04
C -2.502 -0.164 -1.933 0.20 -0.02 -0.33
H -6.324 1.943 1.162 -0.05 -0.05 0.12
H -5.608 2.701 2.599 -0.01 -0.05 0.01
H -4.765 2.742 1.046 0.07 -0.01 0.09
H -5.335 0.250 2.722 0.01 -0.19 -0.18
H -3.753 0.993 2.545 0.07 0.01 -0.18
H -1.513 -0.083 -1.485 -0.06 0.11 0.07
H -2.763 0.760 -2.448 0.10 0.06 0.09
H -2.489 -0.974 -2.657 -0.18 -0.08 0.13
C -1.438 4.135 -7.489 0.27 -0.13 -0.06
C -1.904 3.937 -6.062 -0.21 0.38 -0.30
O -1.355 2.739 -5.492 -0.05 -0.05 0.18
C -0.087 2.826 -5.092 0.00 -0.02 -0.17
O 0.615 3.801 -5.155 0.02 0.00 0.08
O 0.280 1.631 -4.623 -0.16 -0.11 0.08
C 1.645 1.539 -4.229 0.31 -0.07 0.14
H -1.651 3.248 -8.087 -0.14 0.04 0.01
H -1.935 4.995 -7.938 -0.04 -0.02 0.03
H -0.361 4.301 -7.531 -0.03 0.08 0.07
H -2.986 3.811 -6.043 0.05 -0.23 0.12
H -1.666 4.798 -5.438 0.17 -0.09 0.03
H 1.902 2.326 -3.521 0.01 0.09 -0.13
H 2.294 1.584 -5.103 0.01 0.15 0.04
H 1.782 0.574 -3.745 -0.23 -0.04 -0.07
```
Positions in Å, forces in eV/Å.



Entry from the OMol25 dataset: a cluster of 2 separate species, C22H29BrClFI2N5O8P2S in total at a distorted geometry (wB97M-V/def2-TZVPD).

Output
- Total charge: -1
- HOMO-LUMO gap: 1.40 eV

```
72
Properties=species:S:1:pos:R:3:forces:R:3
C 3.077 1.311 1.155 -0.08 0.06 0.36
C 1.774 1.584 1.856 0.07 0.91 1.14
O 1.748 2.275 2.856 -0.18 -0.62 -1.17
N 0.498 1.098 1.352 1.03 -0.15 -0.86
C -0.252 2.123 0.665 -0.73 1.11 0.36
C 0.502 3.171 -0.110 0.19 -0.72 -0.03
O -1.451 2.163 0.766 0.24 -0.71 0.16
C 0.430 -0.289 0.905 -0.64 -0.20 0.66
C -0.427 -1.070 1.946 1.10 1.13 0.22
P 0.305 -1.153 3.679 -0.34 -0.68 0.28
O -0.036 0.342 4.199 0.43 -0.31 -0.40
Cl 2.372 -1.238 3.314 -0.22 0.11 -0.10
N -0.574 -2.458 1.564 -0.71 0.03 -0.25
C -1.682 -3.276 2.057 -0.05 -0.28 0.53
I -2.805 -4.215 0.404 0.14 0.08 0.03
C -2.640 -2.559 3.005 -0.91 -0.22 -0.47
C -3.728 -1.697 2.368 0.39 0.21 0.66
I -3.650 -4.071 4.183 0.25 0.12 0.07
C 0.057 -2.842 0.422 0.28 -0.57 0.29
N 0.703 -4.004 0.370 0.25 0.67 -0.28
F 0.677 -4.783 1.473 -0.27 -0.12 0.19
C 1.435 -4.537 -0.759 -0.37 -1.00 -0.17
C 2.477 -5.576 -0.358 0.77 0.20 -0.84
C 3.743 -5.311 -1.174 0.32 0.54 0.44
S 5.101 -6.301 -0.501 -0.01 -0.59 0.14
N 0.133 -2.075 -0.699 0.32 0.29 0.34
C -0.132 -0.637 -0.481 -1.14 0.28 -1.00
C -1.689 -0.428 -0.630 0.26 0.29 0.18
C -2.044 0.133 -1.982 -0.36 -0.64 -1.58
O -2.005 -0.592 -2.964 0.04 0.83 1.34
Br -2.470 1.972 -2.124 -0.19 -0.19 -0.14
P 0.855 0.101 -1.904 1.38 0.06 0.04
N 2.414 0.097 -1.686 -0.63 -0.12 0.23
H 3.813 1.948 1.617 0.20 0.26 0.25
H 3.059 1.521 0.098 -0.19 -0.10 -0.31
H 3.399 0.296 1.345 0.06 -0.37 -0.20
H 0.914 3.913 0.559 -0.02 0.36 0.21
H 1.336 2.738 -0.650 0.29 -0.10 -0.08
H -0.148 3.626 -0.843 -0.27 0.40 -0.06
H 1.428 -0.715 0.946 0.33 0.02 -0.11
H -1.332 -0.483 2.061 -0.44 -0.21 -0.05
H 0.452 0.453 5.021 -0.11 0.51 0.38
H -1.293 -4.134 2.572 0.19 -0.37 -0.03
H -2.127 -1.961 3.742 0.44 -0.12 0.20
H -4.598 -2.267 2.095 -0.17 -0.21 -0.44
H -3.337 -1.129 1.536 -0.04 0.07 -0.37
H -4.047 -0.987 3.120 -0.18 0.27 0.13
H 0.709 -4.987 -1.430 -0.13 -0.12 -0.25
H 1.912 -3.737 -1.307 -0.08 0.61 0.20
H 2.769 -5.514 0.678 -0.23 -0.07 0.40
H 2.149 -6.568 -0.622 -0.37 -0.41 0.41
H 4.007 -4.273 -1.019 0.14 0.32 -0.10
H 3.591 -5.463 -2.233 -0.02 -0.21 -0.28
H 6.163 -5.626 -0.954 -0.15 0.20 -0.18
H -0.434 -2.427 -1.469 0.21 -0.15 -0.22
H -2.173 -1.394 -0.620 -0.05 -0.46 0.06
H -2.114 0.143 0.180 0.10 0.46 0.01
H 0.292 1.353 -2.201 -0.15 -0.12 -0.05
H 0.482 -0.729 -2.975 -0.40 0.13 0.04
H 2.632 -0.281 -0.773 0.38 -0.05 -0.08
C -1.498 7.976 -2.323 0.37 -0.03 -0.01
C -2.842 7.570 -2.457 0.08 -0.22 -0.05
C -3.043 6.073 -2.768 0.47 -0.49 -0.10
O -4.164 5.565 -2.834 -0.34 0.19 0.07
C -1.871 5.281 -2.988 -0.04 -0.11 0.18
C -0.532 5.683 -2.865 -0.20 0.37 0.14
C -0.331 7.154 -2.448 -0.78 0.63 0.11
O 0.795 7.606 -2.232 0.52 -0.26 -0.04
O 0.461 4.956 -3.040 0.18 -0.45 0.10
O -3.838 8.293 -2.340 -0.08 0.17 0.04
H -1.286 9.014 -2.088 -0.14 0.03 0.04
H -2.065 4.256 -3.259 0.03 -0.20 -0.30
```
Positions in Å, forces in eV/Å.



> Which of these has the lowest HOMO-LUMO gap?

C22H29BrClFI2N5O8P2S